No. 1
Molecular formula: C6H13NO
Method: DFT, the ωB97M-V functional and the def2-TZVPD basis

Output
Relative energy (zero: lowest compared OMol25 entry of this formula, charge and spin): 8.70 kcal per mole
Molecular weight: 115.176 g/mol
HOMO-LUMO gap: 0.385 hartree
HOMO energy: -9.56 eV

```
! RIJCOSX wB97M-V def2-TZVPD def2/J DEFGRID3
* xyz 0 1
C -2.12 -1.13 -1.18
C -0.63 -0.95 -0.86
C -0.19 0.51 -0.60
C 0.50 1.18 -1.78
N 0.68 0.60 0.57
C 0.40 0.14 1.82
C 1.65 0.09 2.69
O -0.71 -0.13 2.22
H -2.51 -1.92 -0.55
H -2.32 -1.44 -2.18
H -2.68 -0.21 -1.02
H -0.41 -1.51 0.03
H 0.01 -1.29 -1.67
H -1.09 1.07 -0.38
H -0.27 1.70 -2.36
H 1.03 0.49 -2.43
H 1.19 1.95 -1.44
H 1.65 0.76 0.35
H 2.32 0.93 2.53
H 1.37 0.05 3.74
H 2.14 -0.87 2.49
*
```

No. 2
Molecular formula: C6H13NO
Method: DFT, the ωB97M-V functional and the def2-TZVPD basis

Output
Relative energy (zero: lowest compared OMol25 entry of this formula, charge and spin): 53.65 kcal per mole
Molecular weight: 115.176 g/mol
HOMO-LUMO gap: 0.312 hartree
HOMO energy: -7.63 eV

```
! RIJCOSX wB97M-V def2-TZVPD def2/J DEFGRID3
* xyz 0 1
C -0.43 0.56 2.07
C 0.49 0.85 1.14
C 0.11 1.07 -0.27
C -0.26 0.04 -1.01
C -0.57 0.06 -2.46
N 1.85 0.83 1.43
C 2.91 0.75 0.44
H -1.49 0.65 1.86
H -0.19 0.34 3.10
H 0.14 2.11 -0.57
H -0.33 -0.93 -0.53
H 0.10 -0.56 -3.05
H -1.56 -0.35 -2.67
H -0.65 1.04 -2.91
H 2.14 0.98 2.37
H 3.60 1.59 0.60
H 2.51 0.81 -0.56
H 3.53 -0.13 0.58
O -4.13 -3.19 -0.20
H -4.38 -2.78 0.63
H -3.37 -3.75 0.02
*
```

No. 3
Molecular formula: C6H13NO
Method: DFT, the ωB97M-V functional and the def2-TZVPD basis

Output
Relative energy (zero: lowest compared OMol25 entry of this formula, charge and spin): 31.48 kcal per mole
Molecular weight: 115.176 g/mol
HOMO-LUMO gap: 0.360 hartree
HOMO energy: -8.87 eV

```
! RIJCOSX wB97M-V def2-TZVPD def2/J DEFGRID3
* xyz 0 1
C 1.93 1.35 0.88
C 1.82 -0.06 0.41
C 0.67 -0.75 0.33
C -0.65 -0.36 1.03
C -1.65 -1.50 0.97
H 2.30 1.38 1.90
H 0.99 1.89 0.88
H 2.65 1.92 0.26
H 2.74 -0.55 0.12
H 0.70 -1.75 -0.06
H -0.45 -0.08 2.07
H -1.10 0.54 0.58
H -2.65 -1.13 1.20
H -1.68 -1.96 -0.02
H -1.38 -2.29 1.69
N -0.02 0.61 -1.95
C -1.37 0.48 -2.08
O -2.18 1.24 -1.63
H 0.34 1.41 -1.44
H 0.62 0.05 -2.49
H -1.64 -0.43 -2.64
*
```

No. 4
Molecular formula: C6H13NO
Method: DFT, the ωB97M-V functional and the def2-TZVPD basis

Output
Relative energy (zero: lowest compared OMol25 entry of this formula, charge and spin): 7.32 kcal per mole
Molecular weight: 115.176 g/mol
HOMO-LUMO gap (alpha / beta): 0.351 / 0.281 hartree
HOMO energy (alpha / beta): -13.53 / -14.20 eV

```
! RIJCOSX wB97M-V def2-TZVPD def2/J DEFGRID3
* xyz 1 2
C 0.85 -1.19 -1.29
N -0.70 -0.26 0.99
C -0.40 0.62 0.00
C 0.48 0.19 -1.01
C 0.97 1.18 -2.00
C -2.45 1.98 0.28
C -1.16 1.86 -0.01
H 0.36 -1.57 -2.20
H 0.68 -1.92 -0.51
H 1.91 -1.28 -1.56
H -1.62 -0.20 1.41
H -0.48 -1.26 0.99
H 1.79 1.79 -1.59
H 1.49 0.73 -2.85
H 0.17 1.81 -2.39
H -2.94 2.93 0.17
H -3.08 1.16 0.59
H -0.58 2.74 -0.27
H 1.29 -2.96 4.47
H 2.05 -2.93 3.15
O 1.37 -3.41 3.62
*
```

No. 5
Molecular formula: C6H13NO10Tl2
Method: DFT, the ωB97M-V functional and the def2-TZVPD basis

Output
Relative energy (zero: lowest compared OMol25 entry of this formula, charge and spin): 0.00 kcal per mole
Molecular weight: 667.933 g/mol
HOMO-LUMO gap: 0.079 hartree
HOMO energy: -22.69 eV

```
! RIJCOSX wB97M-V def2-TZVPD def2/J DEFGRID3
* xyz 4 1
Tl -0.71 1.33 3.26
Tl 2.81 2.64 0.01
N -0.75 4.92 1.11
O -1.25 3.95 1.72
O -1.34 5.97 1.10
O 0.18 4.72 0.35
O 0.06 1.59 0.55
H -0.39 2.34 0.12
C -2.80 0.96 -1.14
O -3.53 -0.11 -0.57
C -2.99 -0.75 0.47
O -2.08 -0.38 1.19
O -3.74 -1.89 0.56
C -3.47 -2.77 1.63
H -1.77 0.69 -1.39
H -2.59 1.74 -0.41
H -3.29 1.41 -2.00
H -2.50 -3.27 1.68
H -4.17 -3.60 1.54
H -3.72 -2.23 2.55
C 0.72 -1.61 -1.17
O 2.09 -2.10 -0.84
C 3.16 -1.32 -1.02
O 3.09 -0.12 -1.42
O 4.24 -2.01 -0.89
C 5.66 -1.48 -0.86
H 0.07 -2.39 -0.76
H 0.56 -1.51 -2.24
H 0.54 -0.71 -0.59
H 6.13 -1.82 -1.78
H 6.09 -1.81 0.09
H 5.70 -0.39 -0.84
*
```

No. 6
Molecular formula: C6H13NO2
Method: DFT, the ωB97M-V functional and the def2-TZVPD basis

Output
Relative energy (zero: lowest compared OMol25 entry of this formula, charge and spin): 133.44 kcal per mole
Molecular weight: 131.175 g/mol
HOMO-LUMO gap: 0.282 hartree
HOMO energy: -6.90 eV

```
! RIJCOSX wB97M-V def2-TZVPD def2/J DEFGRID3
* xyz 0 1
C -1.74 -0.84 -0.51
C 2.26 1.03 0.52
C 1.00 -1.72 -0.44
C -0.51 1.95 0.53
C 0.28 -0.46 -0.24
C 0.22 0.73 0.16
N -2.10 -1.58 0.64
O -2.66 0.21 -0.75
O 3.23 0.35 -0.23
H -2.37 0.67 -1.55
H 3.08 0.56 -1.17
H -1.70 -1.48 -1.40
H -3.04 -1.97 0.56
H -2.08 -0.98 1.46
H 2.36 0.77 1.57
H 2.31 2.11 0.36
H 1.10 -1.94 -1.51
H 0.46 -2.54 0.03
H 1.99 -1.70 0.02
H -0.15 2.33 1.49
H -0.38 2.73 -0.22
H -1.58 1.75 0.67
*
```

No. 7
Molecular formula: C6H13NO2
Method: DFT, the ωB97M-V functional and the def2-TZVPD basis

Output
Relative energy (zero: lowest compared OMol25 entry of this formula, charge and spin): 87.00 kcal per mole
Molecular weight: 131.175 g/mol
HOMO-LUMO gap: 0.309 hartree
HOMO energy: -7.81 eV

```
! RIJCOSX wB97M-V def2-TZVPD def2/J DEFGRID3
* xyz 0 1
C 1.20 0.77 1.68
C 0.64 0.41 0.34
C 0.39 1.14 -0.82
N 0.80 2.40 -1.15
C 0.04 -0.92 0.40
C -1.46 -0.79 0.30
C -1.93 -1.14 1.69
O -2.20 -2.29 1.90
H 1.83 1.60 1.78
H 1.71 -0.14 2.00
H 0.43 0.83 2.50
H -0.05 0.50 -1.67
H 1.19 2.95 -0.47
H 1.47 2.43 -1.96
H 0.51 -1.48 1.21
H 0.36 -1.49 -0.45
H -1.80 0.27 0.04
H -1.84 -1.34 -0.56
H -2.22 -0.41 2.39
O 0.65 -1.00 -3.37
H 0.58 -1.58 -2.65
H -0.27 -0.72 -3.13
*
```

No. 8
Molecular formula: C6H13NO2
Method: DFT, the ωB97M-V functional and the def2-TZVPD basis

Output
Relative energy (zero: lowest compared OMol25 entry of this formula, charge and spin): 82.42 kcal per mole
Molecular weight: 131.175 g/mol
HOMO-LUMO gap: 0.319 hartree
HOMO energy: -8.12 eV

```
! RIJCOSX wB97M-V def2-TZVPD def2/J DEFGRID3
* xyz 0 1
C -0.40 -1.36 0.02
C -0.07 1.40 0.36
C 0.73 -2.34 0.12
C -0.92 -1.01 -1.23
C 0.21 2.84 -0.09
C 0.44 0.42 -0.71
N -1.21 -1.21 1.15
O 0.61 1.10 1.56
O 1.66 0.19 -0.83
H 1.52 0.88 1.30
H -1.14 1.27 0.53
H -0.72 -1.07 2.01
H -2.15 -1.60 1.12
H 1.55 -2.03 -0.54
H 1.15 -2.37 1.13
H 0.42 -3.34 -0.19
H -1.90 -0.57 -1.30
H -0.45 -1.38 -2.13
H -0.19 0.62 -1.68
H 1.27 2.96 -0.32
H -0.06 3.52 0.71
H -0.37 3.09 -0.98
*
```

No. 9
Molecular formula: C6H13NO2
Method: DFT, the ωB97M-V functional and the def2-TZVPD basis

Output
Relative energy (zero: lowest compared OMol25 entry of this formula, charge and spin): 53.51 kcal per mole
Molecular weight: 131.175 g/mol
HOMO-LUMO gap: 0.308 hartree
HOMO energy: -7.53 eV

```
! RIJCOSX wB97M-V def2-TZVPD def2/J DEFGRID3
* xyz 0 1
C 3.00 -0.21 -0.28
O 1.96 -1.16 -0.30
C 0.64 -0.81 -0.08
C -0.22 -2.04 -0.24
C 0.15 0.41 0.26
N 0.97 1.54 0.44
C -1.35 0.75 0.51
C -2.44 0.05 -0.28
O -1.50 2.17 0.31
H 3.14 0.20 0.73
H 2.85 0.57 -1.03
H 3.93 -0.73 -0.54
H 0.39 -2.94 -0.34
H -0.82 -1.97 -1.15
H -0.86 -2.20 0.63
H 1.41 1.47 1.35
H 0.36 2.36 0.49
H -1.53 0.59 1.58
H -2.61 -0.97 0.06
H -2.21 0.03 -1.35
H -3.39 0.58 -0.18
H -1.85 2.29 -0.59
*
```

No. 10
Molecular formula: C6H13NO2
Method: DFT, the ωB97M-V functional and the def2-TZVPD basis

Output
Relative energy (zero: lowest compared OMol25 entry of this formula, charge and spin): 109.14 kcal per mole
Molecular weight: 131.175 g/mol
HOMO-LUMO gap: 0.358 hartree
HOMO energy: -9.09 eV

```
! RIJCOSX wB97M-V def2-TZVPD def2/J DEFGRID3
* xyz 0 1
C -2.33 1.17 -0.27
C -1.27 1.07 0.53
C -1.04 -0.30 1.34
O -1.83 -1.21 1.26
O -0.50 2.19 0.74
N 0.62 1.99 1.62
H -2.96 0.31 -0.41
H -2.52 2.05 -0.86
H -0.35 -0.13 2.18
H 0.50 2.69 2.36
H 1.43 2.25 1.07
C 2.04 -0.45 -0.74
C 0.80 -1.20 -0.28
C -0.06 -1.74 -1.42
H 2.62 -0.11 0.12
H 1.75 0.43 -1.31
H 2.67 -1.09 -1.37
H 1.08 -2.02 0.38
H 0.15 -0.29 0.16
H 0.50 -2.45 -2.02
H -0.38 -0.92 -2.06
H -0.93 -2.25 -1.02
*
```

No. 11
Molecular formula: C6H13NO2S
Method: DFT, the ωB97M-V functional and the def2-TZVPD basis

Output
Relative energy (zero: lowest compared OMol25 entry of this formula, charge and spin): 111.24 kcal per mole
Molecular weight: 163.242 g/mol
HOMO-LUMO gap: 0.360 hartree
HOMO energy: -9.00 eV

```
! RIJCOSX wB97M-V def2-TZVPD def2/J DEFGRID3
* xyz 0 1
C 2.31 -0.10 0.54
C 2.35 1.10 0.10
C 2.61 -1.32 -0.34
C 2.66 2.35 -0.20
C -2.89 -0.84 1.17
C -1.98 -1.00 -1.17
N -2.02 -0.30 0.16
O -0.67 1.48 1.00
O -1.13 1.52 -1.28
S -1.91 1.38 -0.06
H 2.25 -0.12 1.56
H 3.06 -2.00 0.41
H 1.62 -1.60 -0.73
H 3.24 -1.11 -1.07
H 3.64 2.71 -0.32
H 1.89 3.15 -0.42
H 0.09 0.96 0.76
H -2.76 -0.01 1.87
H -4.00 -1.02 1.02
H -2.31 -1.64 1.47
H -1.82 -1.99 -1.08
H -2.99 -0.96 -1.68
H -1.23 -0.62 -1.69
*
```